No. 1
21 unconnected molecules or ions with the total composition C39H120N6O29 in a non-equilibrium geometry. Source: OMol25; level of theory: ωB97M-V/def2-TZVPD.

```
194
Properties=species:S:1:pos:R:3:lowdin_charge:R:1
O 0.690 -7.070 1.549 -0.080
O -3.792 -1.158 -0.141 -0.093
O -1.755 -4.013 1.111 -0.069
O -0.660 -4.984 4.068 -0.088
O 1.761 3.674 2.632 -0.066
O 2.536 5.903 0.945 -0.082
O 0.584 -1.676 -5.760 -0.089
O -0.207 5.486 0.018 -0.067
O 1.505 -0.709 4.050 -0.088
O 3.568 2.792 -0.286 -0.127
O -3.037 -3.233 3.592 -0.076
O 0.893 2.853 -0.051 -0.117
O -4.952 4.632 0.170 -0.104
O -2.357 4.593 1.363 -0.127
O 1.802 -4.653 2.854 -0.095
O 3.358 -1.905 -5.109 -0.075
O 0.955 2.132 4.772 -0.064
O 3.315 -1.868 -1.553 -0.033
O -2.515 -6.476 2.448 -0.065
O 3.428 -2.609 2.861 -0.120
O -3.210 1.185 -2.604 -0.031
O -0.942 -7.161 -1.991 -0.095
O -4.992 3.229 -4.124 -0.062
O -3.499 1.975 3.373 0.018
O -1.967 3.842 -3.877 -0.100
O 5.442 1.422 1.393 -0.073
O -4.054 -1.210 -4.071 -0.113
O 3.804 5.404 -1.558 -0.105
O -1.101 -0.771 -0.048 0.006
N 0.402 -2.425 -0.505 0.185
N 4.595 -3.209 -2.725 0.190
N 1.038 -0.291 -0.600 0.222
N -2.029 1.643 1.622 0.202
N 4.596 -3.367 -0.428 0.180
N -3.112 -0.138 2.689 0.168
C -1.223 -4.008 4.995 -0.184
C -3.244 -5.969 1.393 -0.234
C 2.017 -6.512 1.305 -0.210
C 5.262 1.802 -1.743 -0.058
C 1.009 -1.151 -4.465 -0.200
C -5.528 3.606 0.915 -0.350
C -2.696 -1.583 -4.395 -0.288
C -4.450 -2.372 -0.238 -0.345
C 3.128 4.773 -3.830 -0.081
C -2.616 5.151 2.654 -0.295
C -0.142 3.269 -1.008 -0.145
C -1.638 3.636 -5.235 -0.332
C 0.039 -1.104 -0.365 -0.644
C 4.510 -2.944 3.731 -0.293
C -2.908 1.234 2.597 -0.640
C 4.174 -2.775 -1.558 -0.670
C -0.590 -6.305 -3.083 -0.300
C 3.838 1.770 -1.240 -0.299
C 3.229 5.548 2.134 -0.206
C 4.260 5.303 -2.924 -0.278
C 4.527 0.606 2.080 -0.307
C 0.065 1.205 4.134 -0.206
C -0.196 3.893 -5.399 -0.093
C 4.252 1.099 3.482 -0.051
C 0.442 -5.254 -2.701 -0.087
C -6.000 4.152 2.233 -0.088
C -2.338 -5.168 0.476 -0.201
C 4.172 -2.773 5.232 -0.062
C 0.799 0.257 3.266 -0.235
C 2.014 -5.039 1.516 -0.250
C -1.872 -2.869 4.323 -0.259
C -5.303 1.881 -3.782 -0.208
C -5.810 -1.999 -0.760 -0.063
C -4.578 1.434 -2.511 -0.245
C -1.398 5.226 3.542 -0.047
C 2.512 -0.878 -4.576 -0.226
C -2.168 -2.677 -3.460 -0.070
C 2.246 4.879 3.092 -0.250
C -0.056 4.763 -1.183 -0.199
H 0.473 -0.219 -4.225 0.123
H -1.208 -2.441 3.568 0.119
H 4.033 4.890 1.831 0.116
H -2.838 -1.280 -0.106 0.020
H -2.055 -4.458 5.585 0.136
H 0.152 2.729 -1.905 0.121
H 1.707 1.629 5.078 0.081
H 3.634 0.528 1.520 0.083
H 0.077 3.824 -6.462 0.093
H -0.054 -4.581 -1.947 0.068
H 3.901 4.520 -1.177 0.041
H -0.164 -7.440 -1.497 0.067
H -1.095 2.974 -0.602 0.103
H -4.066 4.793 0.573 0.053
H -1.814 -7.014 2.094 0.075
H 1.476 0.758 2.599 0.106
H 2.578 2.925 -0.222 0.066
H 1.954 -0.656 -0.737 0.049
H 2.395 -6.697 0.314 0.107
H -2.712 -2.018 -5.419 0.120
H 4.644 6.271 -3.267 0.110
H -1.919 2.591 -5.391 0.114
H -4.019 -5.404 1.941 0.132
H -2.185 4.342 -5.871 0.125
H 0.625 5.846 0.324 0.064
H -1.193 -2.941 -3.867 0.042
H -2.457 -3.434 1.367 0.030
H 5.974 1.582 -0.952 0.068
H 5.537 2.745 -2.134 0.040
H 4.944 2.174 1.067 0.046
H -2.848 -3.542 -3.529 0.082
H 4.715 -4.004 3.606 0.105
H -6.335 3.197 0.324 0.104
H 5.149 4.665 -2.991 0.093
H 5.120 -3.052 5.750 0.085
H -3.759 -3.224 4.230 0.096
H 1.430 -5.623 -2.428 0.073
H -1.801 2.570 1.456 0.036
H 1.426 3.270 3.442 0.038
H 2.886 -0.615 -3.577 0.098
H 3.647 0.357 4.038 0.061
H -5.167 4.611 2.719 0.026
H -4.807 2.240 -1.783 0.127
H 3.400 -3.500 5.476 0.072
H -0.603 0.640 4.828 0.144
H -2.933 3.924 -3.854 0.066
H -3.866 -0.416 3.322 0.109
H 5.185 1.095 4.031 0.082
H 3.658 6.365 2.692 0.114
H 0.541 -4.691 -3.628 0.067
H -2.707 1.911 -2.911 0.039
H 3.680 0.771 -0.734 0.101
H -4.715 2.905 1.120 0.097
H -6.372 1.717 -3.649 0.124
H 2.592 -0.009 -5.196 0.108
H -4.939 1.220 -4.581 0.118
H -5.505 3.845 -3.616 0.087
H -3.008 6.150 2.515 0.118
H -5.048 0.558 -2.137 0.078
H -4.110 -0.799 -3.152 0.067
H 2.176 -1.192 3.535 0.045
H -6.343 3.365 2.931 0.083
H 5.365 -2.377 3.441 0.091
H -0.928 4.949 -1.783 0.108
H -0.526 1.791 3.455 0.083
H 1.372 -4.483 0.817 0.117
H 2.239 5.425 -3.775 0.070
H -2.855 -4.808 -0.393 0.093
H -1.487 -5.795 0.143 0.107
H 0.648 -7.922 1.067 0.091
H -0.386 -3.685 5.565 0.117
H -0.641 5.824 3.054 0.060
H -0.239 -1.236 -6.002 0.067
H -3.875 -3.017 -0.930 0.095
H -2.124 -0.666 -4.510 0.087
H -2.112 -2.436 -2.375 0.071
H 3.046 -4.787 1.351 0.095
H 4.371 -2.607 -3.516 0.087
H 1.208 -2.568 -1.094 0.067
H 0.856 0.657 -0.310 0.087
H -5.734 -1.375 -1.652 0.058
H -0.299 -3.127 -0.462 0.045
H -1.809 5.707 4.413 0.079
H -3.409 4.565 3.078 0.073
H 2.707 -6.983 2.041 0.134
H -3.617 -6.853 0.885 0.124
H 3.766 2.022 3.500 0.042
H -4.507 -2.921 0.744 0.119
H 2.868 3.729 -3.559 0.063
H 0.763 -1.963 -3.759 0.097
H -1.486 -5.743 -3.357 0.101
H 4.281 -2.832 0.385 0.101
H -2.116 -2.129 5.090 0.128
H 5.242 -3.983 -2.781 0.116
H -6.816 4.936 2.128 0.097
H 1.401 5.588 3.158 0.106
H 5.001 -0.365 2.104 0.100
H 3.476 4.771 -4.870 0.074
H -1.638 1.031 0.943 0.057
H -1.347 -5.371 3.504 0.051
H 3.133 -2.082 -6.030 0.094
H -1.607 5.136 0.992 0.071
H 5.509 -3.791 -0.338 0.111
H 2.656 4.770 4.089 0.129
H 3.886 -1.730 5.437 0.068
H -0.990 4.257 3.844 0.076
H -6.415 -2.901 -0.840 0.080
H -6.268 -1.377 0.006 0.083
H 0.013 4.896 -5.064 0.069
H 0.922 5.072 -1.597 0.129
H 0.875 3.342 0.784 0.063
H 0.896 -4.919 3.256 0.108
H 3.140 1.882 -2.057 0.097
H 0.356 3.315 -4.659 0.066
H 5.515 1.015 -2.473 0.088
H 0.101 -0.328 2.693 0.103
H 2.792 -3.320 2.966 0.010
H -0.221 -6.934 -3.939 0.124
H -3.056 -0.674 1.834 0.055
H 3.212 6.220 0.303 0.089
```

## Properties
multiplicity = 1
energy = -4068.39539 hartree
total charge = 0
LUMO energy = 0.07 eV
HOMO = -9.0 eV
HOMO-LUMO gap = 9.09 eV


No. 2
2 unconnected molecules or ions with the total composition C15H32NO2 in a non-equilibrium geometry. Source: OMol25; level of theory: ωB97M-V/def2-TZVPD.

```
50
Properties=species:S:1:pos:R:3:nbo_charge:R:1
O 0.028 3.936 -0.055 -0.870
O 1.997 5.175 0.802 -0.747
N 2.001 2.462 -1.732 -0.857
C -0.837 -2.717 2.257 -0.640
C -1.686 -0.440 -1.530 -0.397
C 2.531 -1.575 1.233 -0.418
C 1.928 -2.658 2.342 -0.416
C 1.475 4.125 0.164 0.749
C 3.701 0.911 1.106 -0.422
C 2.502 2.919 -0.374 -0.141
C -2.347 0.607 -0.626 -0.409
C 2.306 1.678 0.706 -0.426
C -2.593 2.445 -2.376 -0.624
C -3.545 -2.181 -1.432 -0.608
C -2.651 -1.328 -2.319 -0.397
C 0.584 -3.459 1.792 -0.417
C -3.290 1.583 -1.334 -0.393
C 3.251 -0.348 2.110 -0.408
H 0.633 -3.524 0.615 0.211
H 3.619 3.310 -0.412 0.203
H 1.678 -1.181 0.522 0.211
H 0.554 -4.532 2.307 0.201
H 1.690 -2.006 3.307 0.205
H 2.390 0.062 2.828 0.206
H -2.948 -2.825 -0.779 0.195
H 3.361 -2.037 0.544 0.196
H -1.328 -3.352 3.137 0.201
H 1.484 0.976 0.258 0.201
H -1.014 0.062 -2.237 0.204
H -1.781 3.022 -1.926 0.259
H 2.823 -3.391 2.605 0.202
H -1.045 -1.077 -0.908 0.194
H -4.183 -2.823 -2.048 0.199
H -1.639 -2.733 1.380 0.215
H -2.179 1.840 -3.188 0.185
H -3.306 3.149 -2.818 0.195
H 1.850 2.154 1.701 0.223
H -3.269 -0.723 -2.991 0.195
H -1.556 1.179 -0.125 0.239
H 1.051 2.002 -1.626 0.373
H 4.153 -0.817 2.690 0.199
H -4.199 -1.566 -0.807 0.204
H 4.252 0.539 0.133 0.197
H -2.062 -1.995 -2.961 0.192
H 2.667 1.767 -2.181 0.334
H -3.734 2.244 -0.579 0.205
H 4.375 1.631 1.772 0.213
H -0.667 -1.633 2.678 0.224
H -2.902 0.100 0.172 0.186
H -4.123 1.045 -1.798 0.173
```

## Properties
multiplicity = 1
energy = -795.84243 hartree
total charge = -1
LUMO energy = 2.83 eV
relative energy (zero: lowest compared OMol25 entry of this formula, charge and spin) = 124.05 kcal/mol
HOMO = -4.2 eV
HOMO-LUMO gap = 7.08 eV


No. 3
A molecular structure, C11H17BrMnN5Se. Source: OMol25; level of theory: ωB97M-V/def2-TZVPD.

```
36
Properties=species:S:1:pos:R:3:nbo_charge:R:1
Br 2.697 0.219 1.528 0.115
Se -0.968 -1.812 -1.882 -0.158
Mn 0.116 0.069 -0.763 0.796
N -0.475 1.337 -2.289 -0.810
N -0.307 1.690 0.550 -0.848
N -0.364 -0.923 -4.688 -0.383
N 2.922 -0.092 -2.184 -0.608
N 0.282 -1.048 1.007 -0.539
C -0.091 2.764 -2.324 -0.216
C 1.910 0.033 -1.645 0.334
C -0.600 -1.263 -3.610 0.015
C 0.451 -2.822 3.131 -0.118
C -0.720 -1.899 1.301 0.053
C 1.484 -1.939 2.874 -0.249
C -0.583 3.511 -1.098 -0.428
C -1.857 -3.728 2.584 -0.639
C 0.109 3.065 0.174 -0.209
C 1.346 -1.067 1.811 0.153
C -0.696 -2.804 2.347 -0.018
H 1.188 3.037 0.015 0.203
H -1.311 1.682 0.726 0.385
H 0.534 -3.519 3.956 0.240
H 0.999 2.810 -2.373 0.198
H -0.083 3.759 0.993 0.209
H -1.590 -1.847 0.656 0.215
H 3.789 -0.192 -2.674 0.474
H -0.160 0.897 -3.154 0.421
H -0.477 3.227 -3.233 0.216
H -2.795 -3.174 2.636 0.237
H -1.945 -4.453 1.774 0.245
H -1.735 -4.278 3.514 0.234
H 2.375 -1.915 3.483 0.255
H 0.126 1.451 1.437 0.392
H -0.417 4.579 -1.241 0.247
H -1.489 1.258 -2.340 0.382
H -1.668 3.388 -0.997 0.205
```

## Properties
multiplicity = 2
energy = -6829.36050 hartree
total charge = +1
LUMO energy (spin up / spin down) = -3.04 / -3.19 eV
relative energy (zero: lowest compared OMol25 entry of this formula, charge and spin) = 0.00 kcal/mol
HOMO (spin up / spin down) = -11.3 / -11.5 eV
HOMO-LUMO gap (spin up / spin down) = 8.29 / 8.28 eV